DFT (ωB97M-V/def2-TZVPD) results for one molecule with the formula C13H15Cl2N3O2S in a non-equilibrium geometry.

ORCA input file:
```
! wB97M-V def2-TZVPD RIJCOSX def2/J DEFGRID3
* xyz 0 1
C -2.028 2.107 2.904
C -0.643 1.720 2.516
C 0.413 1.786 3.419
C 1.700 1.432 3.044
C 1.954 1.009 1.741
C 0.909 0.941 0.831
C -0.367 1.284 1.224
S -1.722 1.183 0.045
O -2.139 2.517 -0.269
O -2.688 0.252 0.555
N -1.000 0.540 -1.314
H -0.978 1.207 -2.067
C -1.279 -0.833 -1.684
C -0.003 -1.680 -1.695
H 0.711 -1.248 -2.400
H 0.446 -1.674 -0.701
C -0.299 -3.131 -2.094
N -0.775 -3.226 -3.446
C -2.060 -3.333 -3.864
N -2.157 -3.330 -5.163
C -0.886 -3.211 -5.626
C -0.014 -3.142 -4.579
H 1.052 -3.055 -4.543
H -0.683 -3.186 -6.678
H -2.886 -3.418 -3.186
H -1.061 -3.546 -1.430
H 0.614 -3.728 -1.998
H -1.975 -1.221 -0.935
H -1.765 -0.876 -2.663
H 1.090 0.627 -0.183
Cl 3.544 0.572 1.252
Cl 2.978 1.521 4.189
H 0.237 2.118 4.430
H -2.064 2.471 3.927
H -2.693 1.251 2.797
H -2.395 2.877 2.227
*
```

Calculated values
- energy (eV) = -58169.681
- HOMO energy (eV) = -9.00
- E_LUMO (hartree) = 0.0135
- SMILES = Cc1cc(Cl)c(Cl)cc1S(=O)(=O)NCCCn1ccnc1
- frontier orbital gap (hartree) = 0.3442

=====

DFT (ωB97M-V/def2-TZVPD) results for C30H33Br2CaGe2N4OS as an isolated structure in a non-equilibrium geometry.

ORCA input file:
```
! wB97M-V def2-TZVPD RIJCOSX def2/J DEFGRID3
* xyz -2 2
Ca 0.097 -1.572 -0.350
N 2.761 -1.364 3.481
C 2.283 -1.683 2.212
S 0.934 -2.762 2.134
N 3.029 -1.239 1.254
N 2.557 -1.532 -0.030
C 3.530 -1.895 -0.778
C 3.471 -2.250 -2.162
C 4.605 -2.147 -2.879
C 4.680 -2.339 -4.271
C 3.475 -2.706 -4.920
C 2.345 -2.859 -4.204
C 2.250 -2.555 -2.827
O 1.084 -2.526 -2.285
H 2.032 -1.278 4.170
H 3.273 -0.439 3.397
H 4.563 -1.934 -0.347
H 5.525 -1.861 -2.396
H 5.553 -2.048 -4.807
H 3.372 -2.869 -6.000
H 1.413 -3.193 -4.664
Br -1.591 0.650 -4.529
C -0.226 -0.695 -4.430
Br 1.227 0.235 -5.334
H -0.409 -1.543 -5.014
H 0.033 -0.922 -3.393
C -2.666 2.888 2.968
Ge -1.565 1.210 2.959
C -0.988 0.988 4.868
C -2.841 -0.253 2.623
Ge 0.216 1.318 1.344
C 1.582 2.448 2.371
C 2.940 2.003 2.266
C 3.901 2.653 3.007
C 3.657 3.726 3.845
C 2.383 4.200 3.854
C 1.379 3.574 3.154
C -0.714 2.642 0.135
C -0.104 3.769 -0.346
C -0.683 4.517 -1.367
C -1.805 4.023 -2.055
C -2.401 2.849 -1.593
C -1.930 2.171 -0.493
H -3.360 2.828 2.137
H -2.056 3.782 2.910
H -3.236 2.957 3.882
H -1.762 1.289 5.520
H -0.070 1.532 5.060
H -0.798 -0.090 4.982
H -3.636 -0.102 3.369
H -2.333 -1.213 2.833
H -3.362 -0.261 1.670
H 3.164 1.157 1.657
H 4.929 2.279 2.999
H 4.413 4.224 4.388
H 2.091 5.040 4.496
H 0.383 3.919 3.337
H 0.904 4.053 0.048
H -0.269 5.453 -1.701
H -2.280 4.617 -2.857
H -3.363 2.546 -1.914
H -2.315 1.270 -0.110
N -1.910 -2.191 -1.214
C -2.962 -2.914 -1.474
C -4.280 -2.620 -0.962
C -5.370 -3.499 -1.191
C -5.233 -4.640 -1.976
C -4.040 -4.763 -2.665
C -2.933 -4.035 -2.400
H -4.460 -1.697 -0.406
H -6.280 -3.230 -0.682
H -6.000 -5.344 -2.023
H -3.819 -5.564 -3.354
H -1.987 -4.187 -2.931
*
```

Calculated values
- energy (eV) = -322045.434
- <S²> = 0.757
- HOMO energy (spin up / spin down) (eV) = -1.81 / -1.81
- E_LUMO (spin up / spin down) (hartree) = 0.1533 / 0.1532
- frontier orbital gap (spin up / spin down) (hartree) = 0.2200 / 0.2196

=====

DFT (ωB97M-V/def2-TZVPD) results for a 2-piece molecular cluster, ClH3SSi overall in a non-equilibrium geometry.

ORCA input file:
```
! wB97M-V def2-TZVPD RIJCOSX def2/J DEFGRID3
* xyz 0 1
Si -1.179 0.112 -0.098
S 2.350 -1.090 -0.077
Cl -2.750 -0.996 0.432
H -1.151 1.537 0.363
H 0.160 -0.460 -0.414
H 3.317 -1.253 -0.934
*
```

Calculated values
- energy (eV) = -31280.450
- HOMO energy (spin up / spin down) (eV) = -7.57 / -6.75
- E_LUMO (spin up / spin down) (hartree) = -0.1052 / -0.1245
- frontier orbital gap (spin up / spin down) (hartree) = 0.1732 / 0.1234

=====

DFT (ωB97M-V/def2-TZVPD) results for one molecule with the formula C5H5Cl2N in a non-equilibrium geometry.

ORCA input file:
```
! wB97M-V def2-TZVPD RIJCOSX def2/J DEFGRID3
* xyz 0 1
C -0.811 -0.030 -0.394
C 0.105 1.190 -0.358
C 1.349 0.805 -0.109
C 1.366 -0.689 -0.063
C 0.141 -1.201 -0.156
H -2.539 -0.586 0.635
H -1.437 0.285 1.525
H -1.256 -0.170 -1.379
H -0.306 2.157 -0.460
H -0.243 -2.238 -0.094
N -1.881 0.226 0.591
Cl 2.683 1.776 0.145
Cl 2.830 -1.525 0.117
*
```

Calculated values
- energy (eV) = -31799.958
- HOMO energy (eV) = -8.83
- E_LUMO (hartree) = 0.0189
- SMILES = NC1C=C(Cl)C(Cl)=C1
- frontier orbital gap (hartree) = 0.3433

=====

DFT (ωB97M-V/def2-TZVPD) results for C22H19N7O10P2RuS2 as an isolated structure in a non-equilibrium geometry.

ORCA input file:
```
! wB97M-V def2-TZVPD RIJCOSX def2/J DEFGRID3
* xyz 0 5
Ru 0.901 0.591 2.695
O 3.946 -0.699 2.968
P 3.153 -0.110 4.220
O 3.912 -0.195 5.452
O 2.501 1.211 3.715
O 1.776 -1.077 4.121
P 0.544 -0.668 5.215
O -0.311 -2.012 5.112
O 1.018 -0.371 6.555
O -0.204 0.395 4.377
H 4.807 -1.020 3.272
H -0.325 -2.442 5.980
S 0.496 2.755 2.217
C 1.604 2.826 0.841
N 1.780 4.055 0.348
N 2.109 4.174 -0.920
C 1.599 3.465 -2.007
C 2.312 3.497 -3.207
C 1.823 2.811 -4.302
C 0.623 2.109 -4.213
C -0.101 2.111 -3.025
C 0.380 2.789 -1.922
N 2.207 1.771 0.348
N 1.914 0.605 0.940
C 2.483 -0.514 0.351
C 2.088 -1.794 0.772
C 2.673 -2.913 0.222
C 3.659 -2.783 -0.751
C 4.039 -1.516 -1.189
C 3.456 -0.385 -0.657
H 2.707 4.967 -1.113
H 3.248 4.041 -3.268
H 2.376 2.830 -5.232
H 0.242 1.580 -5.076
H -1.057 1.605 -2.967
H -0.210 2.851 -1.015
H 1.337 -1.914 1.539
H 2.360 -3.896 0.551
H 4.134 -3.664 -1.163
H 4.803 -1.412 -1.949
H 3.742 0.603 -0.985
O -4.693 -1.114 -5.013
S -5.243 -0.142 -4.081
O -4.369 0.986 -3.808
O -6.636 0.195 -4.273
C -5.202 -1.102 -2.528
N -6.092 -2.094 -2.322
C -5.930 -2.810 -1.220
C -4.905 -2.585 -0.307
C -4.058 -1.539 -0.596
N -4.203 -0.806 -1.692
C -2.900 -1.116 0.227
C -2.515 -1.697 1.432
C -1.416 -1.217 2.106
N -0.689 -0.181 1.643
C -1.066 0.389 0.477
C -2.137 -0.046 -0.245
H -6.649 -3.607 -1.059
H -4.798 -3.207 0.574
H -3.056 -2.535 1.852
H -1.110 -1.661 3.041
H -0.460 1.204 0.121
H -2.418 0.428 -1.179
*
```

Calculated values
- energy (eV) = -96860.076
- <S²> = 6.057
- HOMO energy (spin up / spin down) (eV) = -7.65 / -7.65
- E_LUMO (spin up / spin down) (hartree) = -0.0958 / -0.1782
- frontier orbital gap (spin up / spin down) (hartree) = 0.1853 / 0.1029

=====

DFT (ωB97M-V/def2-TZVPD) results for C3H4O2S as an isolated structure in a non-equilibrium geometry.

ORCA input file:
```
! wB97M-V def2-TZVPD RIJCOSX def2/J DEFGRID3
* xyz 0 1
C 3.606 -0.090 0.078
C 2.919 0.737 0.806
C -0.894 -0.379 -0.358
O 4.173 -0.644 -0.769
O 0.296 -0.240 0.340
S 1.464 0.898 -0.176
H 3.120 1.465 1.566
H -1.139 -1.406 -0.311
H -0.612 -0.330 -1.393
H -1.547 0.476 -0.108
*
```

Calculated values
- energy (eV) = -18103.111
- HOMO energy (eV) = -8.65
- E_LUMO (hartree) = 0.0210
- frontier orbital gap (hartree) = 0.3388

=====

DFT (ωB97M-V/def2-TZVPD) results for C22H49N2O2P3Sm as an isolated structure in a non-equilibrium geometry.

ORCA input file:
```
! wB97M-V def2-TZVPD RIJCOSX def2/J DEFGRID3
* xyz 3 6
Sm 0.001 0.183 0.213
P -2.743 -0.065 0.644
P 0.042 -1.063 2.871
P 0.243 0.889 -2.573
H 2.112 -2.297 0.726
C 2.343 -1.589 -0.079
C 2.986 -0.399 0.152
H 3.164 -0.053 1.178
C -2.841 -1.893 0.479
C -3.904 0.268 2.017
C -3.692 0.542 -0.798
C 1.710 -1.282 3.613
C -0.758 0.037 4.112
C -0.720 -2.674 3.324
C 1.920 1.218 -3.238
C -0.740 2.261 -3.284
C -0.284 -0.452 -3.687
H 2.077 -1.935 -1.086
H 3.309 0.266 -0.656
H -3.725 -2.118 -0.134
H -2.969 -2.291 1.485
H -1.974 -2.405 0.014
H -4.934 0.156 1.644
H -3.763 1.301 2.368
H -3.744 -0.417 2.863
H -4.759 0.421 -0.555
H -3.428 -0.039 -1.690
H -3.469 1.608 -0.974
H 1.666 -2.083 4.367
H 2.087 -0.361 4.077
H 2.416 -1.597 2.840
H -0.741 -0.445 5.100
H -1.803 0.227 3.840
H -0.231 0.998 4.168
H -0.345 -3.007 4.301
H -0.454 -3.426 2.568
H -1.814 -2.594 3.362
H 1.973 0.831 -4.264
H 2.672 0.702 -2.625
H 2.134 2.295 -3.239
H -0.775 2.155 -4.377
H -0.301 3.229 -3.011
H -1.760 2.217 -2.876
H 0.182 -0.318 -4.674
H -1.378 -0.450 -3.763
H 0.027 -1.414 -3.265
C -0.452 -4.024 -2.717
C -1.478 -4.942 -2.394
C -1.670 -6.053 -3.236
C -0.878 -6.258 -4.372
C 0.120 -5.339 -4.669
C 0.350 -4.236 -3.843
O -0.186 -2.898 -1.946
H -0.772 -2.763 -1.161
H -2.131 -4.806 -1.537
H -2.469 -6.764 -3.019
H -1.037 -7.133 -5.013
H 0.726 -5.467 -5.568
H 1.139 -3.514 -4.076
C 0.950 3.924 -0.864
N 1.469 4.147 0.472
C 2.428 5.252 0.574
C 1.311 3.193 1.402
O 0.768 2.052 1.055
N 1.684 3.430 2.673
C 1.622 4.770 3.241
C 1.989 2.365 3.616
H 1.056 4.869 -1.395
H -0.106 3.658 -0.817
H 1.526 3.150 -1.385
H 2.056 6.063 1.219
H 3.435 4.925 0.895
H 2.505 5.653 -0.444
H 1.308 4.694 4.286
H 2.597 5.273 3.227
H 0.894 5.385 2.708
H 1.932 1.388 3.120
H 3.009 2.485 4.026
H 1.289 2.386 4.464
*
```

Calculated values
- energy (eV) = -76430.062
- <S²> = 8.776
- HOMO energy (spin up / spin down) (eV) = -15.13 / -15.13
- E_LUMO (spin up / spin down) (hartree) = -0.3950 / -0.3390
- frontier orbital gap (spin up / spin down) (hartree) = 0.1608 / 0.2169

=====

DFT (ωB97M-V/def2-TZVPD) results for C11H12F3N6O8SSn as an isolated structure.

ORCA input file:
```
! wB97M-V def2-TZVPD RIJCOSX def2/J DEFGRID3
* xyz -1 1
Sn 0.987 -1.080 0.181
N 2.347 -1.826 2.176
N 1.645 -1.946 3.363
C 0.388 -1.452 3.499
N -0.214 -1.701 4.672
N -0.099 -0.772 2.474
N -1.335 -0.201 2.539
O -2.054 -0.280 3.548
O -1.692 0.355 1.528
H 2.389 -2.712 1.678
H 3.246 -1.383 2.309
H 2.010 -2.533 4.094
H 0.225 -2.299 5.346
H -1.155 -1.345 4.771
O -2.303 -1.955 -4.649
S -1.334 -0.904 -4.493
O -0.465 -0.618 -5.603
N -0.475 -1.101 -3.119
C -0.734 -0.144 -2.270
O -0.230 0.008 -1.113
C -1.718 0.884 -2.729
C -2.167 1.999 -2.046
C -3.092 2.814 -2.688
C -3.541 2.511 -3.972
C -3.080 1.388 -4.650
C -2.164 0.590 -3.998
H -1.798 2.208 -1.051
H -3.470 3.698 -2.190
H -4.261 3.162 -4.452
H -3.426 1.152 -5.647
O 0.386 -2.797 0.553
F 3.623 -0.052 -1.132
C 2.966 -1.189 -0.866
F 2.952 -1.897 -2.011
F 3.834 -1.903 -0.034
C 2.039 1.493 2.931
C 1.894 1.808 1.446
O 2.107 2.943 1.059
O 1.546 0.836 0.659
H 2.396 2.375 3.456
H 2.746 0.676 3.082
H 1.080 1.189 3.349
*
```

Calculated values
- energy (eV) = -61739.752
- HOMO energy (eV) = -5.74
- E_LUMO (hartree) = 0.0733
- frontier orbital gap (hartree) = 0.2844

=====

DFT (ωB97M-V/def2-TZVPD) results for an isolated ion of composition CH3N2O and charge +1 in a non-equilibrium geometry.

ORCA input file:
```
! wB97M-V def2-TZVPD RIJCOSX def2/J DEFGRID3
* xyz 1 1
C -0.015 -0.057 0.254
N 1.150 -0.412 -0.029
N -1.163 0.367 0.041
O 2.138 0.273 -0.111
H 1.408 -1.401 -0.059
H -1.936 0.539 0.680
H -1.582 0.691 -0.776
*
```

Calculated values
- energy (eV) = -6100.597
- HOMO energy (spin up / spin down) (eV) = -15.84 / -15.84
- E_LUMO (spin up / spin down) (hartree) = -0.2347 / -0.2347
- SMILES = [NH2+]=C=[NH+][O-]
- frontier orbital gap (spin up / spin down) (hartree) = 0.3474 / 0.3474

=====

DFT (ωB97M-V/def2-TZVPD) results for C5H7N6OS as an isolated structure in a non-equilibrium geometry.

ORCA input file:
```
! wB97M-V def2-TZVPD RIJCOSX def2/J DEFGRID3
* xyz 1 1
C -1.937 -0.546 -0.003
C 2.398 -0.212 0.004
C 1.512 -1.423 0.019
C 3.839 -0.519 -0.106
C -4.366 0.761 -0.024
N -0.994 -1.463 -0.027
N -1.426 0.737 0.072
N 2.069 1.031 0.065
N 0.183 -1.073 0.042
N -0.199 0.773 0.095
N 0.838 1.519 0.135
O 1.889 -2.561 0.020
S -3.610 -0.898 -0.029
H 4.038 -0.998 -1.064
H 4.121 -1.241 0.660
H 4.433 0.384 -0.017
H -5.301 0.658 0.519
H -4.569 1.065 -1.046
H -3.715 1.469 0.476
H 0.796 2.538 0.209
*
```

Calculated values
- energy (eV) = -27108.904
- HOMO energy (eV) = -12.86
- E_LUMO (hartree) = -0.1969
- frontier orbital gap (hartree) = 0.2757

=====

DFT (ωB97M-V/def2-TZVPD) results for a 2-piece molecular cluster, C4H10NOS overall in a non-equilibrium geometry.

ORCA input file:
```
! wB97M-V def2-TZVPD RIJCOSX def2/J DEFGRID3
* xyz 1 1
C 0.886 0.452 1.495
C 1.435 1.251 -0.822
C -2.823 -0.829 -0.089
C 1.260 0.071 0.089
N -1.641 -0.044 -0.233
O -0.689 -0.623 -0.762
S 1.890 -1.458 -0.094
H -0.156 0.250 1.538
H 1.426 -0.372 2.099
H 1.145 1.406 1.752
H 2.263 0.884 -1.595
H 1.634 2.137 -0.327
H 0.637 1.357 -1.501
H -3.241 -0.760 1.011
H -2.753 -1.889 -0.617
H -3.707 -0.312 -0.632
H 2.434 -1.520 -1.313
*
```

Calculated values
- energy (eV) = -18671.543
- HOMO energy (eV) = -14.12
- E_LUMO (hartree) = -0.1994
- frontier orbital gap (hartree) = 0.3196

=====

DFT (ωB97M-V/def2-TZVPD) results for one molecule with the formula C6H10O.

ORCA input file:
```
! wB97M-V def2-TZVPD RIJCOSX def2/J DEFGRID3
* xyz 0 1
C -0.091 1.774 1.161
C 0.941 0.884 0.501
C 1.033 -0.578 0.838
C 0.587 -0.159 -0.530
C -0.826 -0.405 -1.004
C -1.079 -1.858 -1.357
O -0.560 -2.794 -0.799
H 0.393 2.419 1.902
H -0.856 1.195 1.692
H -0.597 2.425 0.438
H 1.891 1.381 0.314
H 2.004 -1.053 0.943
H 0.271 -0.985 1.499
H 1.323 -0.293 -1.321
H -1.074 0.220 -1.872
H -1.555 -0.140 -0.224
H -1.806 -2.035 -2.181
*
```

Calculated values
- energy (eV) = -8430.464
- HOMO energy (eV) = -9.58
- E_LUMO (hartree) = 0.0386
- SMILES = C[C@H]1C[C@H]1CC=O
- frontier orbital gap (hartree) = 0.3905